Record 1
Here is 2 unconnected molecules or ions with the total composition C6H19N4 in a non-equilibrium geometry from the Open Molecules 2025 dataset. Energies are from wB97M-V/def2-TZVPD.

Summary:
E_LUMO   -2.75 eV
Orbital gap   10.6 eV
E_HOMO   -13.31 eV
Net charge   +1
Total energy   -12483.176 eV

CARTESIAN COORDINATES (ANGSTROEM)
C1 -2.78941 1.44498 -1.26238
C2 2.82886 -1.12043 1.12959
C3 -2.23036 0.37303 0.92886
C4 2.21313 -0.24696 -1.15588
C5 -2.24047 0.19811 -0.58633
C6 1.69105 -0.70510 0.21150
N1 -1.39845 -0.62297 1.66081
N2 -1.67109 -0.70136 -1.30141
N3 0.88205 0.41832 0.84327
N4 1.17765 0.63169 -1.75138
H1 -2.94331 1.30629 -2.23680
H2 -2.04987 2.26697 -1.26993
H3 -3.71745 1.75966 -0.68178
H4 3.29133 -0.34351 1.75793
H5 2.52230 -1.69738 1.94314
H6 3.47480 -1.73908 0.57941
H7 -3.21325 0.56589 1.51538
H8 -1.74350 1.32578 1.03398
H9 2.42952 -0.99701 -1.83589
H10 3.06613 0.37570 -0.94537
H11 -1.48460 -0.44103 2.67562
H12 -1.77486 -1.58544 1.39756
H13 -1.36330 -1.58182 -1.01420
H14 1.13011 -1.58884 0.04136
H15 0.60436 1.00364 0.06258
H16 -0.05368 -0.10493 1.28124
H17 1.65411 0.82432 -2.66253
H18 1.36320 0.81969 1.65620
H19 0.34496 0.16181 -2.01457

Force components x, y, z for each atom (eV/Å):
C 0.2 0.8 4.4
C -0.6 1.3 0.7
C -1.1 -0.3 1.5
C -1.9 2.2 1.9
C 0.8 -0.3 -0.5
C 1.7 0.7 0.4
N -1.2 -1.0 -0.4
N -1.7 2.6 -0.7
N -0.4 -2.6 0.9
N 2.4 0.9 -1.5
H -1.2 -1.0 -3.8
H -0.2 -0.2 0.6
H 1.1 -0.1 -1.0
H 0.5 0.4 -1.2
H -1.2 -1.6 1.1
H 1.4 -0.4 -0.6
H 1.1 -0.6 -1.6
H 0.4 0.7 0.1
H 0.8 -2.0 -0.7
H 0.6 0.2 -0.3
H -0.2 -0.6 -0.8
H 0.8 1.5 1.0
H 0.6 -1.4 1.5
H -1.4 -0.5 0.1
H 0.2 1.1 -0.2
H 0.6 0.3 -0.6
H -1.1 0.7 0.8
H 0.0 0.4 -0.9
H -0.9 -1.0 -0.2

The computed Mulliken charges, all in e, follow: number 1, C, carries -1.349; number 2, C, carries -1.735; number 3, C, carries -0.995; number 4, C, carries -0.902; number 5, C, carries 1.030; number 6, C, carries 0.556; number 7, N, carries -0.559; number 8, N, carries -0.719; number 9, N, carries -0.240; number 10, N, carries -0.592; number 11, H, carries 0.468; number 12, H, carries 0.302; number 13, H, carries 0.335; number 14, H, carries 0.394; number 15, H, carries 0.512; number 16, H, carries 0.410; number 17, H, carries 0.428; number 18, H, carries 0.355; number 19, H, carries 0.463; number 20, H, carries 0.418; number 21, H, carries 0.290; number 22, H, carries 0.280; number 23, H, carries 0.205; number 24, H, carries 0.104; number 25, H, carries 0.452; number 26, H, carries 0.279; number 27, H, carries 0.315; number 28, H, carries 0.368; number 29, H, carries 0.129

Record 2
Here is 2 unconnected molecules or ions with the total composition C35H31BF10O2 in a non-equilibrium geometry from the Open Molecules 2025 dataset. Energies are from wB97M-V/def2-TZVPD.

Summary:
E_LUMO   -4.53 eV
Orbital gap   2.5 eV
E_HOMO   -7.03 eV
Net charge   0
Total energy   -68743.899 eV

CARTESIAN COORDINATES (ANGSTROEM)
F1 -2.44562 3.29023 -4.52046
C1 -2.16580 1.96612 -4.50652
C2 -3.18993 1.03509 -4.54414
C3 -2.91121 -0.32081 -4.55610
F2 -3.90827 -1.22895 -4.67560
C4 -1.60546 -0.73828 -4.50574
C5 -0.53269 0.17322 -4.46109
C6 0.76666 -0.38529 -4.42593
C7 2.06542 0.17238 -4.47662
C8 3.13629 -0.74033 -4.53249
C9 4.44235 -0.32478 -4.59757
F3 5.44238 -1.23413 -4.67329
C10 4.72071 1.03066 -4.60494
C11 3.69945 1.96345 -4.54658
F4 3.98668 3.28616 -4.53149
C12 2.39136 1.54264 -4.49215
C13 -0.85720 1.54302 -4.47161
H1 -4.21069 1.36392 -4.59178
H2 -1.41282 -1.79576 -4.50926
H3 0.76665 -1.46474 -4.38328
H4 2.94136 -1.79717 -4.53096
H5 5.73892 1.35892 -4.68702
H6 1.64178 2.30244 -4.46543
H7 -0.10635 2.30209 -4.45712
C14 1.64906 0.16090 4.83479
C15 0.35608 0.29664 4.02410
C16 -0.84399 -0.20522 4.83348
C17 0.10950 1.77763 3.48324
C18 -0.60913 2.67495 4.49503
C19 1.41838 2.43369 3.03614
O1 -0.71211 1.59769 2.32545
B1 -0.40138 0.21409 1.83256
C20 -1.76694 -0.60676 1.65783
C21 -1.72784 -1.97626 1.73407
C22 -2.86640 -2.71654 1.49869
C23 -2.81924 -4.23222 1.55287
F5 -3.67037 -4.65530 2.50825
F6 -3.18928 -4.71750 0.35115
F7 -1.56126 -4.62168 1.84112
C24 -4.04736 -2.06728 1.19983
C25 -4.09254 -0.68818 1.13723
C26 -5.38880 0.03428 0.81616
F8 -5.16384 0.89485 -0.19683
F9 -6.32140 -0.87133 0.45911
F10 -5.78920 0.70731 1.91329
C27 -2.94334 0.03836 1.36932
C28 0.40236 0.35601 0.38814
C29 -0.37409 -0.12438 -0.81574
C30 1.78926 -0.20776 0.43458
C31 2.89220 0.60198 0.21030
C32 4.16863 0.08187 0.24704
C33 4.35603 -1.26122 0.49327
C34 3.26959 -2.08155 0.70771
C35 1.99577 -1.55523 0.67740
O2 0.44828 -0.49858 2.83954
H8 1.63101 0.79822 5.71731
H9 1.78113 -0.86954 5.15943
H10 2.51575 0.42435 4.23121
H11 -0.94127 0.33020 5.77568
H12 -1.76108 -0.07908 4.26057
H13 -0.73273 -1.26519 5.05376
H14 -0.02374 2.78471 5.40695
H15 -0.76781 3.66404 4.06836
H16 -1.58595 2.26899 4.75137
H17 2.06787 2.64527 3.88288
H18 1.94851 1.78127 2.34697
H19 1.21191 3.37091 2.52257
H20 -0.81066 -2.47578 1.98957
H21 -4.94112 -2.63978 1.01549
H22 -2.96778 1.11242 1.32363
H23 0.45436 1.45207 0.38196
H24 -1.35336 0.34778 -0.88833
H25 0.16748 0.08713 -1.73589
H26 -0.53283 -1.20044 -0.77006
H27 2.74356 1.64722 0.00641
H28 5.01925 0.72403 0.08142
H29 5.35275 -1.66880 0.52124
H30 3.41650 -3.13319 0.89710
H31 1.14768 -2.19014 0.85846

Force components x, y, z for each atom (eV/Å):
F 0.1 -1.1 0.0
C 0.5 0.0 0.1
C -0.9 0.1 -0.1
C 0.0 0.0 -0.2
F 0.8 0.8 0.2
C 0.0 -0.8 0.1
C -0.6 0.3 0.0
C -0.1 0.2 0.1
C 0.7 0.3 0.0
C 0.0 -0.8 0.1
C 0.0 0.0 -0.1
F -0.8 0.8 0.1
C 0.8 0.1 -0.1
C -0.4 -0.1 0.1
F -0.2 -1.1 -0.1
C -0.1 0.6 0.0
C 0.1 0.7 0.0
H -0.3 0.1 0.0
H 0.1 -0.3 0.0
H 0.0 -0.2 0.0
H -0.1 -0.3 0.0
H 0.4 0.1 0.1
H -0.1 0.2 0.1
H 0.1 0.2 0.1
C -0.2 0.0 -0.3
C 0.0 0.2 -0.2
C 0.1 0.2 0.0
C -0.1 -0.3 0.1
C 0.0 -0.2 -0.3
C -0.1 -0.1 0.1
O 0.6 -0.8 0.8
B -0.1 -0.2 0.6
C 0.8 0.8 0.0
C -0.3 -0.7 0.0
C 0.3 -0.3 0.0
C 0.1 2.6 0.1
F 0.3 -0.9 -0.4
F 0.1 -0.8 0.4
F -0.7 -0.9 -0.1
C -0.7 -0.3 -0.1
C -0.4 -0.2 -0.1
C 2.1 -1.5 0.8
F -0.9 0.2 0.1
F -0.5 1.0 -0.1
F -0.6 0.2 -0.7
C -0.5 0.0 -0.1
C 0.3 0.5 0.0
C -0.1 -0.2 0.0
C -0.7 0.4 -0.3
C 0.0 0.0 0.0
C 0.2 0.1 -0.1
C 0.5 -0.1 0.0
C -0.2 -0.2 0.0
C 0.1 -0.2 -0.1
O -0.1 1.4 0.2
H 0.0 0.1 0.1
H -0.1 -0.1 0.0
H 0.0 0.0 0.0
H 0.0 0.0 0.1
H -0.1 0.0 0.0
H 0.1 -0.1 0.0
H 0.1 0.0 0.1
H 0.1 0.1 -0.1
H 0.0 0.0 0.0
H 0.1 0.1 0.1
H 0.1 -0.1 0.0
H -0.2 0.1 0.0
H 0.2 0.0 0.1
H -0.2 -0.1 0.0
H 0.1 0.4 0.0
H 0.2 -0.1 -0.5
H -0.1 0.0 0.0
H 0.3 0.1 -0.5
H -0.1 -0.2 -0.1
H -0.1 0.3 0.0
H 0.2 0.1 0.0
H 0.2 -0.1 0.0
H 0.0 -0.2 0.1
H -0.2 -0.2 0.1

The computed Mulliken charges, all in e, follow: number 1, F, carries -0.298; number 2, C, carries -0.124; number 3, C, carries -0.258; number 4, C, carries -0.005; number 5, F, carries -0.301; number 6, C, carries -0.772; number 7, C, carries 1.089; number 8, C, carries -0.513; number 9, C, carries 1.097; number 10, C, carries -0.775; number 11, C, carries 0.035; number 12, F, carries -0.300; number 13, C, carries -0.296; number 14, C, carries -0.087; number 15, F, carries -0.294; number 16, C, carries -0.503; number 17, C, carries -0.442; number 18, H, carries 0.528; number 19, H, carries 0.496; number 20, H, carries 0.256; number 21, H, carries 0.492; number 22, H, carries 0.517; number 23, H, carries 0.621; number 24, H, carries 0.636; number 25, C, carries -1.989; number 26, C, carries 1.501; number 27, C, carries -1.818; number 28, C, carries 1.707; number 29, C, carries -2.001; number 30, C, carries -1.721; number 31, O, carries -0.885; number 32, B, carries 1.117; number 33, C, carries -0.492; number 34, C, carries -0.972; number 35, C, carries 0.170; number 36, C, carries 0.639; number 37, F, carries -0.262; number 38, F, carries -0.267; number 39, F, carries -0.271; number 40, C, carries -0.868; number 41, C, carries -0.180; number 42, C, carries 0.823; number 43, F, carries -0.245; number 44, F, carries -0.290; number 45, F, carries -0.264; number 46, C, carries -0.547; number 47, C, carries 1.046; number 48, C, carries -1.679; number 49, C, carries 0.671; number 50, C, carries -0.259; number 51, C, carries -1.085; number 52, C, carries -0.557; number 53, C, carries -0.974; number 54, C, carries -0.011; number 55, O, carries -0.434; number 56, H, carries 0.307; number 57, H, carries 0.471; number 58, H, carries 0.379; number 59, H, carries 0.388; number 60, H, carries 0.220; number 61, H, carries 0.400; number 62, H, carries 0.305; number 63, H, carries 0.469; number 64, H, carries 0.413; number 65, H, carries 0.425; number 66, H, carries 0.177; number 67, H, carries 0.366; number 68, H, carries 0.824; number 69, H, carries 0.544; number 70, H, carries 0.596; number 71, H, carries 0.246; number 72, H, carries 0.455; number 73, H, carries 0.191; number 74, H, carries 0.322; number 75, H, carries 0.541; number 76, H, carries 0.470; number 77, H, carries 0.453; number 78, H, carries 0.447; number 79, H, carries 0.188

Record 3
Here is a gas-phase ion, C7H11O6P (charge -2) in a non-equilibrium geometry from the Open Molecules 2025 dataset. Energies are from wB97M-V/def2-TZVPD.

Summary:
E_LUMO   5.96 eV
Orbital gap   6.1 eV
E_HOMO   -0.14 eV
Net charge   -2
Total energy   -29013.065 eV

CARTESIAN COORDINATES (ANGSTROEM)
C1 -0.69056 -1.47218 1.27540
C2 -0.98221 2.29228 1.01159
C3 2.70390 -1.58508 0.60891
C4 1.74090 -1.50599 1.80674
C5 -0.71909 1.35068 -2.48218
C6 -0.62702 0.25084 -1.43855
C7 0.46370 -0.79840 1.46744
O1 -0.96744 -2.67961 1.38649
O2 -1.57725 2.47889 2.05762
O3 -1.83420 -0.63940 0.86517
O4 -0.10999 2.90633 0.41488
O5 -3.06713 1.03588 -0.48711
O6 -2.01535 1.45642 -3.03388
P1 -1.70263 0.71368 0.04524
H1 2.21583 -2.10298 -0.21469
H2 2.97130 -0.58392 0.27398
H3 3.62478 -2.12065 0.86332
H4 2.26853 -1.00398 2.63351
H5 1.49407 -2.52207 2.12471
H6 -0.03641 1.16215 -3.32892
H7 -0.43163 2.30155 -2.00736
H8 -1.02362 -0.69130 -1.83210
H9 0.40489 0.10032 -1.12862
H10 0.49514 0.27335 1.36510
H11 -2.59849 1.38319 -2.24670

Force components x, y, z for each atom (eV/Å):
C -0.7 -0.5 0.0
C -0.7 -1.5 -0.6
C -0.1 -0.1 0.3
C -0.1 0.1 -0.2
C 0.4 0.2 -0.1
C -0.3 0.4 0.6
C 0.9 0.3 0.3
O -0.1 0.1 -0.1
O -0.5 0.3 1.1
O 0.4 -0.3 0.5
O 1.0 0.6 -0.7
O -0.3 0.4 -0.4
O -0.4 0.0 0.0
P 0.5 0.0 -0.6
H 0.0 0.0 -0.1
H 0.0 0.1 -0.1
H 0.1 0.0 0.0
H 0.0 -0.1 0.0
H 0.0 0.0 0.1
H -0.1 0.0 0.2
H 0.1 -0.1 -0.1
H 0.0 0.0 0.1
H 0.0 0.0 0.1
H 0.0 0.2 0.0
H -0.2 0.0 -0.1

The computed Mulliken charges, all in e, follow: number 1, C, carries 0.458; number 2, C, carries 0.670; number 3, C, carries -1.218; number 4, C, carries -0.629; number 5, C, carries -0.551; number 6, C, carries -0.441; number 7, C, carries -0.430; number 8, O, carries -0.826; number 9, O, carries -0.691; number 10, O, carries -0.382; number 11, O, carries -0.647; number 12, O, carries -0.883; number 13, O, carries -0.613; number 14, P, carries 0.854; number 15, H, carries 0.261; number 16, H, carries 0.250; number 17, H, carries 0.440; number 18, H, carries 0.288; number 19, H, carries 0.307; number 20, H, carries 0.340; number 21, H, carries 0.232; number 22, H, carries 0.398; number 23, H, carries 0.114; number 24, H, carries 0.267; number 25, H, carries 0.435

Record 4
Here is 2 unconnected molecules or ions with the total composition CHClFO3 in a non-equilibrium geometry from the Open Molecules 2025 dataset. Energies are from wB97M-V/def2-TZVPD.

Summary:
E_LUMO (alpha / beta)   -7.59 / -7.62 eV
Orbital gap (alpha / beta)   9.2 / 9.2 eV
E_HOMO (alpha / beta)   -16.83 / -16.83 eV
Net charge   +1
Total energy   -22417.744 eV

CARTESIAN COORDINATES (ANGSTROEM)
C1 -0.24860 -0.76687 -0.41089
O1 3.96163 -0.14827 0.43136
O2 2.00780 -0.93174 -0.20572
O3 2.92601 -0.02770 -0.16895
F1 -0.28015 -0.67182 -1.71852
Cl1 -0.59221 -2.05810 0.35190
H1 0.06086 0.14382 -0.02100

Force components x, y, z for each atom (eV/Å):
C 1.0 1.7 -4.4
O -0.2 -1.3 0.4
O 1.6 -0.4 0.9
O -1.0 1.5 -1.2
F -0.4 -0.8 1.8
Cl -0.8 -2.3 1.2
H 0.0 1.6 1.3

The computed Mulliken charges, all in e, follow: number 1, C, carries 0.540; number 2, O, carries -0.073; number 3, O, carries -0.344; number 4, O, carries 0.455; number 5, F, carries -0.035; number 6, Cl, carries 0.183; number 7, H, carries 0.276